Record 1
{"formula": "C62H63HgN5O6SSbTe", "method": "wB97M-V/def2-TZVPD", "symbols": ["Hg", "C", "C", "N", "C", "C", "N", "C", "O", "O", "C", "O", "O", "H", "H", "H", "H", "H", "C", "C", "C", "C", "C", "C", "Te", "N", "C", "O", "C", "C", "C", "C", "C", "C", "C", "C", "C", "C", "C", "C", "C", "C", "C", "C", "H", "H", "H", "H", "H", "H", "H", "H", "H", "H", "H", "H", "H", "H", "H", "H", "H", "H", "H", "H", "H", "H", "H", "N", "N", "H", "H", "H", "H", "O", "S", "C", "C", "C", "C", "C", "C", "C", "C", "C", "C", "C", "C", "H", "H", "H", "H", "H", "H", "H", "H", "H", "H", "C", "C", "C", "C", "C", "C", "C", "Sb", "C", "C", "C", "C", "C", "C", "C", "C", "C", "C", "C", "C", "C", "C", "H", "H", "H", "H", "H", "H", "H", "H", "H", "H", "H", "H", "H", "H", "H", "H", "H", "H", "H", "H", "H"], "positions_angstrom": [[0.47022, 0.79917, 0.84729], [-1.15886, -0.34860, 4.03385], [0.31792, -0.26240, 3.95112], [1.01778, -0.17984, 2.83874], [2.33333, -0.00258, 3.18840], [2.43052, -0.03624, 4.55313], [1.14379, -0.20279, 5.00991], [3.52898, 0.02552, 5.55053], [4.73784, 0.15862, 5.08327], [3.25312, -0.06623, 6.73354], [3.40100, 0.16946, 2.13549], [4.58850, 0.23642, 2.56055], [3.01798, 0.19069, 0.95765], [-1.53031, -0.97918, 3.22708], [-1.57988, 0.65270, 3.91305], [-1.48279, -0.75872, 4.98997], [0.91498, -0.21145, 5.99084], [4.71445, 0.22428, 4.02488], [2.69452, 4.51619, -8.72878], [2.35229, 4.23771, -7.29000], [2.43910, 5.22881, -6.32368], [2.10689, 4.99179, -4.99296], [2.23919, 6.13719, -4.02485], [1.66467, 3.71697, -4.60224], [1.11712, 3.37924, -2.53994], [0.72862, 2.82934, 0.38799], [0.32120, 3.35233, 1.52167], [-0.34774, 2.80187, 2.45339], [0.72876, 4.79678, 1.74872], [0.07925, 5.54643, 2.72290], [0.43469, 6.86887, 2.94734], [1.45644, 7.45058, 2.20889], [2.12042, 6.70175, 1.24570], [1.75780, 5.38246, 1.01629], [-0.89301, 3.94469, -2.94560], [-1.60305, 3.21781, -3.89224], [-2.88658, 3.58690, -4.26413], [-3.48515, 4.67366, -3.65047], [-2.79732, 5.37201, -2.66747], [-1.49842, 5.02760, -2.29779], [-0.80994, 5.79476, -1.20085], [1.60702, 2.69822, -5.56420], [1.21935, 1.27478, -5.25308], [1.94345, 2.97800, -6.88745], [3.04903, 5.53872, -8.85795], [1.82288, 4.37942, -9.37215], [3.47366, 3.84072, -9.08723], [2.77295, 6.22053, -6.61251], [2.62530, 7.01991, -4.53581], [2.91121, 5.89004, -3.20245], [1.27866, 6.39045, -3.57574], [-0.69997, 5.06410, 3.29809], [-0.08037, 7.44575, 3.70659], [1.74112, 8.48030, 2.39004], [2.92626, 7.14611, 0.67392], [2.26087, 4.78463, 0.26760], [-1.15026, 2.34436, -4.34248], [-3.41937, 3.00961, -5.00950], [-4.49183, 4.97062, -3.92001], [-3.27596, 6.20760, -2.16827], [-1.49231, 6.51499, -0.74911], [0.06084, 6.33569, -1.57557], [-0.44742, 5.12753, -0.41541], [1.17604, 1.09826, -4.18265], [1.94555, 0.58654, -5.69128], [0.24160, 1.03195, -5.67908], [1.88998, 2.17653, -7.61938], [-3.22813, 2.16229, -1.15798], [-2.19044, 2.11413, -0.17994], [-3.79605, 2.99899, -1.06010], [-3.83260, 1.37633, -0.98371], [-2.52007, 2.41926, 0.73131], [-1.43446, 2.73443, -0.44900], [0.51609, -2.26427, 0.43867], [1.45625, -2.55154, -0.69369], [1.29452, -4.29327, -1.08652], [1.23535, -4.65268, -2.42191], [1.11224, -5.99472, -2.76100], [1.04282, -6.95495, -1.76439], [1.09189, -6.58045, -0.42558], [1.21483, -5.24604, -0.08122], [3.09815, -2.63736, -0.00425], [3.26129, -2.92326, 1.34181], [4.54258, -2.97909, 1.86093], [5.63735, -2.74643, 1.03682], [5.45600, -2.45072, -0.30413], [4.17423, -2.38796, -0.83395], [1.27157, -3.88833, -3.18880], [1.06083, -6.28506, -3.80229], [0.94354, -8.00012, -2.02829], [1.03155, -7.33308, 0.35037], [1.24548, -4.93661, 0.95527], [2.38954, -3.03299, 1.97520], [4.68968, -3.16081, 2.91747], [6.63449, -2.75706, 1.45652], [6.30965, -2.23483, -0.93318], [4.01433, -2.11770, -1.87080], [-1.88223, -5.02471, 0.91054], [-3.30874, -4.81321, 1.33119], [-4.03776, -5.87777, 1.85308], [-5.35447, -5.71719, 2.25952], [-5.95544, -4.47439, 2.15132], [-5.23769, -3.40620, 1.62841], [-3.92047, -3.55710, 1.20614], [-2.76661, -1.88426, 0.45145], [-4.46847, -0.55761, 0.54504], [-4.36075, 0.33834, 1.60826], [-5.33829, 1.28953, 1.86622], [-6.44738, 1.35735, 1.03923], [-6.57219, 0.46778, -0.01799], [-5.60054, -0.49525, -0.28136], [-5.79735, -1.43954, -1.43412], [-2.70497, -2.53972, -1.59743], [-3.33752, -3.70961, -2.01042], [-3.21669, -4.17102, -3.31259], [-2.45026, -3.45552, -4.22103], [-1.81512, -2.29182, -3.81870], [-1.92857, -1.81587, -2.51164], [-1.25520, -0.52649, -2.13817], [-1.51737, -5.99920, 1.23456], [-1.22394, -4.25739, 1.32719], [-1.77095, -4.97362, -0.17600], [-3.56059, -6.84726, 1.94572], [-5.90311, -6.55821, 2.66506], [-6.97985, -4.33058, 2.47232], [-5.72111, -2.43821, 1.55333], [-3.47816, 0.31553, 2.23869], [-5.22186, 1.97837, 2.69349], [-7.21537, 2.10083, 1.21266], [-7.44388, 0.52088, -0.66095], [-6.76501, -1.27174, -1.90763], [-5.75239, -2.47803, -1.10014], [-5.01987, -1.31666, -2.18880], [-3.93391, -4.27618, -1.30337], [-3.71684, -5.08340, -3.61365], [-2.34550, -3.80370, -5.24153], [-1.21407, -1.73212, -4.52756], [-0.47688, -0.27002, -2.85437], [-0.78914, -0.59669, -1.15330], [-1.96170, 0.30967, -2.09773]], "forces_ev_per_a": [[0.4, 0.2, 0.2], [-0.1, 0.1, 0.0], [0.0, 0.0, 0.1], [-0.1, 0.0, 0.0], [0.1, -0.2, 0.0], [0.0, 0.0, 0.0], [0.1, 0.1, -0.1], [-0.1, 0.0, 0.0], [0.0, 0.1, -0.4], [0.0, 0.0, 0.0], [0.0, -0.2, 0.1], [0.0, 0.1, 0.2], [0.0, 0.1, 0.0], [0.0, 0.0, 0.0], [0.0, 0.0, 0.0], [0.0, 0.0, 0.0], [0.0, 0.0, 0.0], [0.0, -0.1, 0.1], [0.0, 0.0, 0.0], [0.0, 0.0, 0.0], [0.0, 0.0, 0.0], [0.0, 0.0, -0.1], [0.0, 0.0, 0.0], [0.0, 0.0, 0.0], [0.2, 0.0, 0.0], [-0.3, -0.1, -0.1], [0.0, 0.1, 0.1], [0.0, 0.0, 0.0], [0.0, 0.0, 0.0], [0.0, 0.0, 0.0], [0.0, 0.0, 0.0], [0.0, 0.0, 0.0], [0.0, 0.0, 0.0], [0.0, 0.0, 0.0], [0.0, 0.0, 0.2], [0.0, 0.0, -0.1], [0.0, 0.0, 0.0], [0.0, 0.1, 0.0], [-0.1, 0.0, 0.0], [0.0, 0.0, 0.1], [0.0, -0.1, 0.0], [0.1, 0.0, 0.0], [0.0, 0.0, 0.0], [0.0, 0.0, 0.0], [0.0, 0.0, 0.0], [0.0, 0.0, 0.0], [0.0, 0.0, 0.0], [0.0, 0.0, 0.0], [0.0, 0.0, 0.0], [0.0, 0.0, 0.0], [0.0, 0.0, 0.0], [0.0, 0.0, 0.0], [0.0, 0.0, 0.0], [0.0, 0.0, 0.0], [0.0, 0.0, 0.0], [0.0, 0.0, 0.0], [0.0, 0.0, 0.0], [0.0, 0.0, 0.0], [0.0, 0.0, 0.0], [0.0, 0.0, 0.0], [0.0, 0.0, 0.0], [0.0, 0.0, 0.0], [-0.1, 0.1, -0.2], [0.0, -0.1, 0.0], [0.0, 0.0, 0.0], [0.0, 0.0, 0.0], [0.0, 0.0, 0.0], [0.0, 0.2, -0.1], [-0.2, -0.1, 0.2], [0.0, 0.1, -0.1], [-0.2, -0.2, 0.1], [0.1, 0.0, 0.1], [0.1, -0.1, -0.1], [0.0, 0.0, -0.1], [0.0, 0.3, 0.0], [0.0, 0.0, 0.0], [-0.1, 0.0, 0.0], [0.0, 0.0, 0.0], [0.0, 0.0, 0.0], [0.0, 0.0, 0.0], [0.0, 0.0, 0.0], [0.0, -0.2, 0.0], [0.0, 0.0, 0.0], [0.0, 0.0, 0.0], [0.0, 0.0, 0.0], [0.0, 0.0, 0.0], [0.0, 0.0, 0.0], [0.0, 0.0, 0.0], [0.0, 0.0, 0.0], [0.0, 0.0, 0.0], [0.0, 0.0, 0.0], [0.0, 0.0, 0.0], [0.0, 0.0, 0.0], [0.0, 0.0, 0.0], [0.0, 0.0, 0.0], [0.0, 0.0, 0.0], [0.0, 0.0, 0.0], [0.0, 0.0, 0.0], [0.0, 0.0, 0.1], [0.0, 0.0, 0.0], [0.0, 0.0, 0.0], [0.0, 0.0, 0.0], [-0.1, 0.1, 0.0], [0.1, -0.1, -0.1], [-0.2, 0.0, 0.3], [0.1, 0.1, -0.1], [0.0, 0.1, 0.0], [0.0, 0.0, 0.0], [0.0, 0.0, 0.0], [0.0, 0.0, 0.0], [0.0, 0.0, 0.0], [0.0, 0.0, 0.0], [0.0, 0.0, 0.0], [0.1, -0.1, 0.0], [0.0, 0.0, 0.0], [0.0, 0.0, 0.0], [0.0, 0.0, 0.0], [0.0, 0.0, 0.0], [0.0, 0.0, 0.0], [0.0, 0.0, 0.0], [0.0, 0.0, 0.0], [0.0, 0.0, 0.0], [0.0, 0.0, 0.0], [0.0, 0.0, 0.0], [0.0, 0.0, 0.0], [0.0, 0.0, 0.0], [0.0, 0.0, 0.0], [0.0, 0.0, 0.0], [0.0, 0.0, 0.0], [0.0, 0.0, 0.0], [0.0, 0.0, 0.0], [0.0, 0.0, 0.0], [0.0, 0.0, 0.0], [0.0, 0.0, 0.0], [0.0, 0.0, 0.0], [0.0, 0.0, 0.0], [0.0, 0.0, 0.0], [0.1, 0.1, -0.1], [0.0, 0.0, 0.0], [0.1, -0.1, 0.0]], "e_lumo_ev": 2.024, "molar_mass_g_mol": 1456.23, "gap_ev": 7.0, "de_lowest_ev": 0.165, "total_charge": -1}

---

Record 2
{"formula": "C20H56As4F24N4O4", "method": "wB97M-V/def2-TZVPD", "symbols": ["C", "C", "N", "C", "C", "C", "C", "C", "O", "C", "H", "H", "H", "H", "H", "H", "H", "H", "H", "H", "H", "H", "H", "H", "H", "H", "H", "H", "H", "H", "C", "C", "C", "O", "C", "N", "H", "H", "H", "H", "H", "H", "H", "H", "H", "H", "H", "H", "C", "C", "C", "O", "C", "N", "H", "H", "H", "H", "H", "H", "H", "H", "H", "H", "H", "H", "C", "C", "C", "O", "C", "N", "H", "H", "H", "H", "H", "H", "H", "H", "H", "H", "H", "H", "As", "F", "F", "F", "F", "F", "F", "As", "F", "F", "F", "F", "F", "F", "As", "F", "F", "F", "F", "F", "F", "As", "F", "F", "F", "F", "F", "F"], "positions_angstrom": [[-22.28747, 13.09783, 14.64776], [-22.45389, 12.02077, 15.76498], [-21.70493, 10.76445, 15.43078], [-21.74324, 9.86727, 16.69437], [-22.30179, 9.91606, 14.26090], [-23.75236, 9.54433, 14.45219], [-20.16316, 11.26520, 15.29458], [-19.19418, 10.10887, 15.21817], [-18.99757, 9.33261, 16.40198], [-17.96580, 8.34995, 16.32917], [-23.14207, 13.74696, 14.83855], [-22.43639, 12.58545, 13.69730], [-21.37973, 13.68546, 14.78487], [-23.53122, 11.86048, 15.80687], [-22.12599, 12.35660, 16.74875], [-21.13987, 10.29618, 17.49442], [-21.44766, 8.82727, 16.55604], [-22.78695, 9.84399, 17.00778], [-21.81259, 8.94260, 14.29506], [-22.07614, 10.46661, 13.34763], [-24.33425, 10.36875, 14.86430], [-23.83438, 8.65207, 15.07287], [-24.19433, 9.34321, 13.47631], [-19.74560, 11.87372, 16.09674], [-20.17488, 11.79414, 14.34160], [-18.23986, 10.59143, 15.00719], [-19.56420, 9.62831, 14.31249], [-18.03169, 7.69536, 17.19825], [-17.01853, 8.87836, 16.22159], [-18.16702, 7.82728, 15.39408], [-7.55649, 6.29663, 18.56138], [-6.97014, 7.04524, 17.33576], [-5.98756, 8.23642, 17.55229], [-5.28832, 8.57100, 16.38628], [-4.20409, 9.46016, 16.53491], [-6.19375, 6.01457, 16.54571], [-6.81673, 5.50194, 15.93808], [-5.60088, 6.51627, 15.90003], [-5.57509, 5.45331, 17.11348], [-6.78749, 6.21013, 19.32901], [-8.09315, 5.37884, 18.32105], [-8.38792, 6.90122, 18.92375], [-7.85535, 7.35060, 16.77787], [-5.28071, 8.14789, 18.37729], [-6.36778, 9.21210, 17.85493], [-4.49511, 10.39589, 17.01221], [-3.80384, 9.52104, 15.52289], [-3.42230, 8.96031, 17.10680], [-12.67070, 11.76347, 12.78820], [-11.23541, 12.11923, 13.15736], [-10.19398, 10.98991, 13.18543], [-10.09865, 10.45251, 11.82260], [-9.07846, 9.47765, 11.86558], [-10.67909, 13.17106, 12.22398], [-11.37742, 13.87151, 12.01952], [-9.90536, 13.70116, 12.59871], [-10.46489, 12.81424, 11.30371], [-13.53241, 12.43085, 12.77550], [-12.93044, 11.00784, 13.52960], [-12.68054, 11.23800, 11.83327], [-11.25328, 12.71397, 14.07063], [-10.63573, 10.16151, 13.73923], [-9.26805, 11.43041, 13.55519], [-8.04276, 9.81527, 11.90338], [-9.06045, 8.90389, 10.93899], [-9.19899, 8.83028, 12.73420], [-13.23132, 7.75229, 5.60831], [-14.65499, 7.73876, 6.24318], [-14.74309, 7.01032, 7.63382], [-13.97804, 7.75640, 8.55095], [-13.86689, 7.06623, 9.82661], [-15.12590, 9.17872, 6.29345], [-14.70176, 9.68635, 7.05667], [-14.87368, 9.70761, 5.47079], [-16.12087, 9.28325, 6.43202], [-13.07314, 8.57930, 4.91611], [-13.10044, 6.88165, 4.96569], [-12.42474, 7.67861, 6.33777], [-15.40366, 7.29485, 5.58703], [-14.26810, 6.03507, 7.52727], [-15.76492, 6.93111, 8.00488], [-13.16766, 6.24415, 9.67378], [-14.83875, 6.67299, 10.12484], [-13.43074, 7.71900, 10.58276], [-12.72074, 14.56356, 6.31809], [-11.53747, 14.38459, 7.70242], [-13.97723, 14.12837, 7.48579], [-13.91551, 14.40786, 5.00283], [-11.31153, 14.92368, 5.28851], [-12.40886, 12.88632, 5.94498], [-13.18819, 16.28069, 6.48456], [-4.90909, 2.93835, 11.26917], [-4.17349, 4.40245, 12.10120], [-5.10255, 3.87143, 9.71962], [-5.56180, 1.46702, 10.45114], [-4.81159, 2.09936, 12.86056], [-6.49610, 3.55057, 11.92024], [-3.28315, 2.20548, 10.84055], [-15.36490, 17.65318, 13.44052], [-14.92654, 18.78933, 14.81297], [-15.05701, 18.97563, 12.20633], [-15.60829, 16.54329, 12.11302], [-15.75558, 16.31354, 14.61350], [-17.09050, 18.08189, 13.56029], [-13.65510, 17.12002, 13.56688], [-5.48628, 15.77344, 13.24105], [-5.70519, 17.53612, 13.23828], [-6.64004, 15.54355, 11.86766], [-5.09384, 13.99406, 13.18855], [-4.26539, 15.86406, 14.49622], [-6.76415, 15.59167, 14.46738], [-4.14246, 15.99591, 12.00203]], "forces_ev_per_a": [[-0.6, -0.6, 1.7], [-0.3, 0.9, -1.2], [1.7, -0.8, 2.3], [-1.0, 0.4, 0.0], [1.0, 0.5, 0.6], [-0.4, 0.6, 0.0], [-0.8, -1.5, -0.2], [0.5, 0.0, -0.3], [-1.5, 0.8, -0.1], [-0.5, 0.8, -1.3], [0.1, 0.3, -0.4], [0.3, 0.5, -0.2], [0.0, -0.2, -0.6], [0.2, -0.6, 0.3], [0.1, 0.0, -0.1], [0.0, 0.1, -0.3], [0.3, 0.4, -0.6], [0.0, 0.1, 0.1], [0.8, 0.5, -0.3], [-0.1, -0.2, 0.0], [-0.1, -0.2, 0.1], [-0.2, 0.2, 0.0], [0.1, -0.2, 0.0], [-1.5, 0.5, 0.4], [0.4, 0.0, 0.2], [0.2, 0.0, -0.5], [0.6, -1.4, 0.0], [0.1, 0.3, -0.1], [0.3, -0.3, 0.3], [0.4, -0.7, 0.1], [0.0, 1.5, -0.1], [0.0, -0.2, 0.8], [0.4, 1.5, 0.8], [-0.9, -1.7, -1.0], [0.6, -0.7, -0.2], [-0.4, 1.2, -0.7], [-0.1, -0.9, 0.1], [0.7, 0.6, -0.5], [-0.1, -0.6, 0.3], [-0.3, -0.4, 0.1], [0.7, -0.3, -0.3], [0.3, 0.3, 0.4], [0.5, 0.1, -0.7], [0.3, -1.3, 0.2], [-1.7, -0.3, 0.3], [0.0, 0.1, -0.3], [-0.1, 0.8, 0.2], [0.1, 0.1, 0.4], [0.2, -1.8, -0.2], [-0.1, 1.7, -0.1], [-2.0, 0.1, -1.7], [0.7, 1.0, 1.6], [0.8, -0.9, -0.7], [-0.8, 0.3, -0.6], [-0.6, 0.5, 0.1], [0.8, 0.0, 0.1], [0.6, -0.5, -0.5], [0.8, 0.9, 0.2], [-0.2, -0.2, 0.0], [0.1, 0.0, -0.1], [0.1, -0.6, 0.5], [0.5, 0.2, 0.8], [0.3, -0.6, 0.0], [-0.1, 0.9, 0.3], [-0.6, -0.1, 0.1], [-0.2, -0.3, -0.1], [-0.5, -0.8, -0.1], [0.5, -0.4, -0.1], [0.9, 1.3, -0.6], [-0.2, 0.3, 0.9], [0.4, 0.0, -1.1], [0.0, 0.1, 0.9], [0.6, 0.2, 0.7], [0.2, 0.1, -0.6], [-0.5, -0.1, 0.0], [0.0, 0.3, 0.3], [-0.2, -0.2, 0.1], [-0.2, 0.4, 0.1], [0.3, -0.3, -0.1], [-0.4, -0.3, -0.3], [-0.3, -0.2, -0.2], [-0.1, -0.2, 0.2], [0.0, 0.1, 0.2], [-0.3, 0.2, -0.3], [0.5, 0.4, 0.0], [-1.3, 0.7, -1.1], [0.4, 0.0, -0.5], [0.7, 0.6, 0.6], [-1.5, 0.3, 0.6], [0.0, -0.7, 0.4], [1.0, -1.8, 0.1], [0.8, -0.4, 0.4], [-0.5, -1.6, -1.2], [0.3, -1.1, 2.1], [0.0, 1.8, 1.1], [0.0, 0.4, -1.3], [1.0, -0.6, -1.2], [-1.8, 1.6, 0.5], [0.9, 1.2, 1.2], [-1.0, -1.3, -1.7], [-0.3, -1.8, 1.9], [-0.1, 0.3, 0.5], [0.3, 1.0, -0.9], [1.4, -0.2, -0.4], [-1.2, 0.4, -0.6], [1.9, 0.0, -1.8], [-0.1, -1.5, 0.1], [0.7, 0.1, 1.6], [-1.1, 1.4, 0.1], [-0.7, 0.2, -0.2], [0.7, -0.2, -1.1], [-1.7, -0.2, 1.3]], "e_lumo_ev": -1.778, "molar_mass_g_mol": 1172.33, "gap_ev": 8.4, "de_lowest_ev": 3.347}

---

Record 3
{"formula": "C7H8N2S", "method": "wB97M-V/def2-TZVPD", "symbols": ["N", "C", "C", "C", "S", "C", "C", "C", "C", "N", "H", "H", "H", "H", "H", "H", "H", "H"], "positions_angstrom": [[2.90632, -2.09422, 0.91203], [2.43908, -1.13270, 1.33020], [1.90231, 0.06287, 1.89930], [0.88595, 0.48304, 0.82941], [1.49724, 1.26109, -0.54143], [-0.50800, 0.15176, 1.07866], [-1.67191, 0.29125, 0.40825], [-1.92054, 0.72603, -0.92442], [-1.40105, 0.21253, -2.09341], [-0.54550, -0.78211, -2.21691], [1.43372, -0.17771, 2.89946], [2.73408, 0.75826, 1.95024], [-0.61051, -0.19830, 2.17776], [-2.63804, 0.23847, 1.07288], [-2.75648, 1.49666, -1.09265], [-1.83254, 0.52419, -3.15267], [-0.09216, -0.74983, -3.10049], [0.17802, -1.07130, -1.43621]], "forces_ev_per_a": [[-0.1, 0.0, -0.1], [0.9, -1.5, 0.2], [-1.2, 0.2, 0.4], [-0.4, 1.2, -1.8], [-0.7, -0.8, 1.3], [1.2, -1.1, 3.0], [-1.7, 1.0, 0.9], [-1.4, 1.0, -1.9], [-2.2, 1.8, -0.5], [3.3, -1.8, 1.8], [0.6, 0.5, -1.0], [-0.2, 0.4, 0.3], [-0.1, 0.5, -1.9], [1.9, 0.0, -1.3], [1.1, -1.5, 0.5], [0.9, -0.3, 2.6], [0.4, -0.5, -0.7], [-2.3, 1.1, -1.9]], "e_lumo_ev": -1.076, "molar_mass_g_mol": 152.22, "gap_ev": 7.2, "smiles": "N#CCC(=S)/C=C\\C=C/N", "de_lowest_ev": 2.753}

---

Which formula does entry 2 have? C20H56As4F24N4O4